# C4H9N2O

2 unconnected molecules or ions with the total composition C4H9N2O (ωB97M-V with the def2-TZVPD basis set, OMol25).

Atoms and positions in Å:
C: 0.735 -0.076 1.988
C: -0.233 0.351 0.931
C: -0.497 1.633 0.501
N: -1.117 1.567 -0.713
C: -1.420 0.285 -0.966
N: -0.767 -0.458 -0.050
H: 0.184 -0.634 2.750
H: 1.439 -0.743 1.487
H: 1.203 0.800 2.405
H: -0.354 2.512 1.107
H: -1.132 2.141 -1.553
H: -1.791 -0.130 -1.886
H: -0.344 -1.351 -0.305
H: 1.885 -1.646 -1.420
H: 1.165 -2.499 -2.443
O: 1.044 -1.753 -1.833

The value obtained for the maximum force is 2.5 eV Å⁻¹. As for the lowest unoccupied orbital energy: -3.5 eV. Its energy relative to the best compared isomer or geometry (same formula, charge and spin) is 0.808 eV. The multiplicity is 1. Its net charge is +1.